{
  "formula": "C9H15NO2S",
  "method": "wB97M-V/def2-TZVPD",
  "relative_energy_kj_mol": 108.12,
  "multiplicity": 1,
  "smiles": "CCSC(=O)N1CCCC(=O)CC1",
  "e_homo_ev": -9.1,
  "species": ["O", "O", "S", "C", "C", "N", "C", "C", "C", "C", "C", "C", "C", "H", "H", "H", "H", "H", "H", "H", "H", "H", "H", "H", "H", "H", "H", "H"],
  "xyz": [[1.2650, -0.8888, -1.0403], [-2.5892, 2.8352, -0.1625], [1.3135, -1.1048, 1.5011], [1.0782, -0.3315, 0.0368], [-2.1543, 1.7244, -0.0768], [0.6403, 1.0196, -0.0654], [1.3034, -3.7602, 1.1516], [2.2683, -2.6134, 1.0753], [-1.5944, 1.3568, 1.2269], [-2.0187, 0.8995, -1.3312], [-0.0319, 1.6276, 1.1256], [0.4304, 1.6495, -1.3960], [-0.7806, 1.1183, -2.1933], [0.2205, -3.4632, 1.3069], [1.4817, -4.3264, 2.0730], [1.3129, -4.2967, 0.1321], [2.9903, -2.6589, 1.9158], [2.8661, -2.5020, 0.2358], [-1.7645, 0.3120, 1.3917], [-1.9584, 1.9831, 2.0373], [-2.0604, -0.0580, -1.0570], [-2.8919, 1.0595, -2.0177], [0.1368, 2.6623, 0.9820], [0.3928, 1.4566, 2.0875], [0.2437, 2.6929, -1.3719], [1.3819, 1.5926, -1.9942], [-0.9631, 1.8431, -2.9727], [-0.5185, 0.1710, -2.6006]],
  "atomic_forces_ev_per_a": [[0.525, -0.562, 0.311], [-1.128, 1.892, -0.472], [0.777, 0.052, 2.501], [-0.921, 2.420, -4.871], [0.115, 1.038, -0.952], [-0.252, -0.775, 2.509], [-1.625, -1.118, -1.368], [-0.940, 0.974, 2.866], [2.157, -0.674, 0.091], [-1.059, 2.629, -1.431], [-0.980, -0.262, -1.636], [0.766, -1.522, -0.716], [1.003, 0.302, 1.048], [1.295, 0.086, -0.471], [0.304, -0.646, -0.736], [0.065, 0.098, 1.969], [-0.418, 0.022, -0.314], [0.513, 0.298, -1.941], [0.054, -0.746, 0.567], [-0.342, -0.074, -0.163], [-0.005, -4.101, 1.003], [0.477, 0.125, 0.979], [-0.291, 1.340, -0.099], [0.807, -0.941, 0.451], [0.020, 1.149, 1.283], [-0.916, -0.431, 0.565], [-0.155, 0.088, -0.317], [0.154, -0.661, -0.657]],
  "mulliken_charge": [-0.634, -0.556, -0.193, 0.626, 0.442, 0.152, -1.004, -0.424, -0.369, -0.712, -1.224, -1.037, -0.555, 0.298, 0.321, 0.260, 0.339, 0.431, 0.227, 0.424, 0.428, 0.352, 0.441, 0.452, 0.414, 0.369, 0.413, 0.320]
}



{
  "formula": "C9H15NO3",
  "method": "wB97M-V/def2-TZVPD",
  "relative_energy_kj_mol": 875.08,
  "multiplicity": 1,
  "e_homo_ev": -9.1,
  "species": ["C", "C", "C", "C", "C", "C", "C", "C", "C", "H", "H", "H", "H", "H", "H", "H", "H", "H", "H", "H", "H", "H", "H", "H", "N", "O", "O", "O"],
  "xyz": [[4.0690, 0.1823, 0.9217], [3.0472, 0.1214, -0.3359], [0.7256, -0.2313, -0.8624], [0.0489, 1.0902, -0.1733], [-1.0111, 0.5417, 0.9422], [-0.2495, -1.2828, -0.2286], [-1.6304, -1.2383, -1.0362], [-2.7122, -0.8528, -0.1777], [-2.4062, 0.6098, 0.4300], [4.7058, 1.3752, 1.0289], [4.8523, -0.8522, 0.6079], [3.0518, 0.0114, 1.9611], [0.7930, -0.2946, -1.9161], [0.5368, 1.9907, 0.2256], [-0.4681, 1.5350, -1.0531], [-0.9071, 1.5032, 1.6802], [0.5196, -0.7246, 1.7237], [0.1788, -2.1763, -0.2775], [-1.4852, -0.3331, -1.8544], [-1.7180, -2.2902, -1.5592], [-3.7026, -0.8645, -0.7587], [-2.7608, -1.6409, 0.7638], [-3.1432, 0.3176, 1.3277], [-2.1911, 2.5425, -0.5022], [-0.3814, -0.7515, 1.3144], [3.0914, 0.8286, -1.3660], [1.9220, -0.8079, -0.3083], [-2.7752, 1.6914, -0.5177]],
  "atomic_forces_ev_per_a": [[-1.479, -0.557, -0.144], [-0.943, 1.657, -3.075], [-1.408, -0.623, 3.806], [-0.823, -0.457, -1.875], [4.449, 4.755, 0.437], [-2.214, 5.058, 0.686], [3.475, -0.375, -2.851], [-2.510, -0.192, 1.639], [-3.253, -3.708, 0.682], [-2.240, -4.252, -0.542], [-2.368, 3.360, 1.783], [3.925, 0.306, -2.975], [-0.181, 0.521, -1.047], [0.982, -0.930, -0.075], [0.048, -0.296, 0.453], [-0.237, -2.813, -0.654], [0.921, 0.616, 0.126], [1.615, -3.873, 0.196], [-0.507, -2.580, 1.566], [-0.099, 2.210, 0.760], [1.210, 0.123, 1.162], [-0.147, 2.147, -2.271], [1.160, 2.608, -1.329], [-1.306, -2.650, 0.582], [-3.768, -1.048, -3.743], [0.614, -1.783, 3.717], [3.599, 2.568, 1.512], [1.488, 0.207, 1.475]],
  "mulliken_charge": [-0.698, 0.546, -0.704, -0.824, -0.027, -0.281, -0.650, -0.869, 0.165, 0.290, 0.265, 0.199, 0.467, 0.487, 0.310, 0.312, 0.330, 0.986, 0.216, 0.313, 0.398, 0.336, 0.232, 0.364, -0.671, -0.555, -0.353, -0.585]
}



Number 1: strongest force on any atom 5.52 eV Å⁻¹, calculated total energy -955.31469 a.u., molecular weight 201.29 g/mol. Number 2: strongest force on any atom 6.53 eV Å⁻¹, calculated total energy -632.13356 a.u., molecular weight 185.22 g/mol.